Run P
Below is the molecule C4H6O2, with properties calculated with the ωB97M-V functional and the def2-TZVPD basis.

HOMO energy	-10.143	eV
SMILES	C[C@H]1O[C@H]1C=O

Each line ends with the Mulliken charge.
CARTESIAN COORDINATES (ANGSTROEM)
C (-1.39, 0.65, 0.30)  -1.198
C (-0.64, -0.64, 0.07)  0.224
O (-0.17, -0.78, -1.26)  -0.428
C (0.81, -0.78, -0.23)  0.042
C (1.76, 0.37, -0.15)  -0.195
O (2.92, 0.19, 0.12)  -0.453
H (-2.03, 0.54, 1.17)  0.335
H (-0.77, 1.54, 0.44)  0.321
H (-2.04, 0.81, -0.57)  0.257
H (-1.11, -1.55, 0.46)  0.406
H (1.31, -1.73, -0.06)  0.385
H (1.36, 1.39, -0.32)  0.304

***

Run Q
Below is the molecule C4H6O2, with properties calculated with the ωB97M-V functional and the def2-TZVPD basis.

HOMO energy	-10.370	eV
SMILES	O=C1CCCO1

Each line ends with the Mulliken charge.
CARTESIAN COORDINATES (ANGSTROEM)
C (-0.14, 1.03, -1.05)  0.463
C (-0.67, -0.41, -0.81)  -0.294
C (0.02, -0.87, 0.52)  -0.426
C (0.66, 0.47, 1.04)  -0.348
H (-0.25, -1.02, -1.65)  0.195
H (-1.78, -0.49, -0.88)  0.315
H (0.77, -1.69, 0.37)  0.248
H (-0.78, -1.42, 1.11)  0.258
H (1.70, 0.28, 1.53)  0.264
H (0.05, 0.97, 1.86)  0.221
O (-0.28, 1.77, -2.00)  -0.566
O (0.70, 1.37, -0.05)  -0.331

***

Which of them is the most stable, and which is the least stable? run Q and run P, in that order.

***

Run P
Below is the molecule C4H6O2, with properties calculated with the ωB97M-V functional and the def2-TZVPD basis.

HOMO energy	-9.219	eV

Each line ends with the Mulliken charge.
CARTESIAN COORDINATES (ANGSTROEM)
O (0.20, 1.62, -0.75)  -0.519
C (0.11, 0.25, -1.09)  -0.487
C (0.82, -0.52, 0.00)  -0.396
C (-0.10, -0.69, 1.15)  0.651
O (0.11, -1.06, 2.32)  -0.533
C (-1.48, -0.60, 1.29)  -0.518
H (-0.31, 2.13, -1.39)  0.298
H (0.54, 0.04, -2.08)  0.340
H (1.71, 0.03, 0.33)  0.288
H (1.16, -1.51, -0.34)  0.298
H (-0.95, -0.07, -1.12)  0.340
H (-1.81, 0.37, 1.68)  0.237

***

Run Q
Below is a structure of composition C4H6O2, with properties calculated with the ωB97M-V functional and the def2-TZVPD basis.

HOMO energy	-8.425	eV

Each line ends with the Mulliken charge.
CARTESIAN COORDINATES (ANGSTROEM)
C (-1.80, -0.08, 0.15)  -0.876
O (-1.21, 1.41, 0.14)  -0.401
C (-0.46, 0.44, 0.42)  0.898
C (0.95, 0.25, 0.90)  -0.411
O (1.34, -0.80, 0.06)  -0.335
C (0.53, -0.54, -1.11)  -0.702
H (-0.89, -0.52, -0.85)  0.384
H (-2.46, -0.13, 1.02)  0.250
H (1.02, -0.02, 1.96)  0.297
H (1.52, 1.18, 0.72)  0.269
H (0.96, 0.26, -1.73)  0.296
H (0.48, -1.46, -1.69)  0.331

***

Run R
Below is the molecule C4H6O2, with properties calculated with the ωB97M-V functional and the def2-TZVPD basis.

HOMO energy	-9.825	eV
SMILES	O=C[C@@H]1C[C@@H]1O

Each line ends with the Mulliken charge.
CARTESIAN COORDINATES (ANGSTROEM)
O (-1.72, 0.90, 0.14)  -0.505
C (-1.01, -0.23, -0.28)  -0.134
C (0.26, 0.03, -1.08)  -0.585
C (0.35, -0.54, 0.30)  -0.067
C (1.28, 0.17, 1.24)  -0.151
O (2.11, 0.94, 0.81)  -0.462
H (-2.56, 0.92, -0.34)  0.325
H (-1.66, -1.10, -0.38)  0.349
H (0.74, -0.51, -1.90)  0.292
H (0.45, 1.10, -1.12)  0.223
H (0.48, -1.62, 0.29)  0.347
H (1.29, -0.07, 2.32)  0.367

***

Run S
Below is a structure of composition C4H6O2, with properties calculated with the ωB97M-V functional and the def2-TZVPD basis.

HOMO energy	-9.278	eV

Each line ends with the Mulliken charge.
CARTESIAN COORDINATES (ANGSTROEM)
O (2.58, 1.45, 0.00)  -0.270
C (1.60, 0.87, -0.17)  0.217
C (0.51, -1.11, -0.50)  -0.515
C (-0.59, -0.98, 0.33)  -0.682
C (-0.96, 1.06, 0.18)  -0.294
O (0.06, 1.70, 0.57)  -0.440
H (0.35, -1.17, -1.57)  0.275
H (1.48, -1.43, -0.15)  0.364
H (-1.56, -1.31, -0.05)  0.366
H (-0.45, -1.09, 1.40)  0.291
H (-1.80, 0.97, 0.87)  0.364
H (-1.21, 1.06, -0.89)  0.324

***

Which of them is the most stable, and which is the least stable? run R and run Q, in that order.